1.
23
Properties=species:S:1:pos:R:3:forces:R:3 method="wB97M-V/def2-TZVPD" relative_energy_kcal_mol=49.8 e_tot_ev=-11011.7883 multiplicity=1 total_charge=0 e_homo_ev=-8.004 lumo_energy_ha=0.0259 smiles="CCC/C=C/N.O.O"
C -0.13299 -1.65508 1.77666 -1.9 -0.7 0.5
C -0.33252 -0.23045 2.29300 2.3 1.1 -0.6
C 0.72477 0.67595 1.56383 -0.3 -0.3 0.2
C 0.39169 0.94063 0.12458 -2.0 1.1 -1.0
C -0.79907 1.52434 -0.16861 0.8 0.2 1.4
N -1.19972 2.17011 -1.33265 0.3 -0.5 -0.8
H -1.01946 -2.17135 2.18533 0.4 -0.6 -0.4
H 0.74978 -2.22173 2.05893 0.3 0.5 0.7
H -0.12422 -1.80337 0.69373 -0.4 0.7 0.0
H -1.29994 0.22704 2.08617 -0.2 -0.6 -0.2
H -0.21702 -0.10744 3.38666 0.2 -0.5 -0.4
H 0.88770 1.61617 2.10693 -0.2 0.0 -0.2
H 1.69255 0.20565 1.49676 0.4 -0.5 0.7
H 1.11371 0.77737 -0.68135 0.0 0.1 0.4
H -1.50377 1.67212 0.66814 0.4 0.1 -0.4
H -1.00805 1.69986 -2.20797 -0.6 1.0 0.3
H -2.02605 2.74088 -1.34641 -0.1 -0.4 0.1
O 1.22213 -2.26203 -1.68005 -0.6 -1.1 1.0
H 0.91994 -1.57360 -2.27328 1.3 0.4 -0.2
H 2.16544 -2.45999 -1.62120 -0.4 0.8 -0.7
O 0.29180 0.12116 -3.26561 -0.8 -0.2 0.5
H -0.14988 0.72085 -2.64151 1.1 -0.4 -0.3
H -0.34684 -0.60711 -3.22207 0.1 0.0 -0.5

---

2.
118
Properties=species:S:1:pos:R:3:forces:R:3 method="wB97M-V/def2-TZVPD" e_tot_ev=-85263.3713 multiplicity=1 total_charge=0 e_homo_ev=-10.325 lumo_energy_ha=0.0104 smiles="CCCOC[C@@H](C#N)[C@@](C)(C#N)C[C@@H]1CO1.COC(=O)OC.COC(=O)OC.COC(=O)OC.COC(=O)OC.COC(=O)OC.COC(=O)OC.COC(=O)OC"
C -4.24730 -1.26157 -0.10302 0.5 0.6 0.5
C -3.21639 -0.15540 0.35430 -0.8 -0.1 -0.6
C -3.02068 0.95346 -0.74380 -0.7 -1.2 0.6
O -3.45552 2.19354 -0.16397 1.0 0.3 -0.2
C -2.55848 3.26041 -0.39635 -0.3 0.1 -0.8
C -1.17187 3.11566 0.29559 0.6 0.5 -0.3
C -0.25939 4.14525 -0.34634 -2.3 -2.6 1.9
N 0.40026 4.96132 -0.76055 1.5 1.8 -1.1
C -1.16812 3.30877 1.84072 -0.5 1.0 1.8
C -2.02448 4.55062 2.30770 0.5 -0.5 -0.2
C -1.73945 2.11743 2.58327 1.3 2.6 -2.4
N -2.11247 1.20905 3.14176 -0.8 -1.9 1.3
C 0.26266 3.50990 2.43036 1.1 -2.6 -1.3
C 1.16063 2.25038 1.98944 1.8 1.0 2.3
C 2.48834 2.09435 2.81469 -1.4 1.2 -3.5
O 2.40620 2.56768 1.37393 -1.4 -0.9 1.0
H -3.87467 -2.24026 0.24783 -0.5 0.3 -0.4
H -4.42507 -1.24151 -1.19177 0.3 -0.3 0.4
H -5.22133 -1.02500 0.36583 0.4 -0.4 -0.2
H -2.26085 -0.59411 0.68902 -0.4 0.2 -0.3
H -3.67781 0.32342 1.23553 0.5 0.0 -0.4
H -1.99078 0.97476 -1.14536 -0.3 0.3 0.4
H -3.67445 0.68197 -1.60064 0.3 0.5 0.4
H -2.38304 3.36940 -1.49245 0.1 -0.1 0.6
H -3.08022 4.18711 -0.09241 0.4 -0.5 0.1
H -0.70835 2.13280 0.08973 -0.4 0.4 -0.1
H -3.08841 4.26663 2.30262 0.3 0.5 -0.1
H -1.79139 5.41625 1.66180 -0.3 -0.4 0.2
H -1.70758 4.81890 3.33140 -0.4 -0.2 -0.4
H 0.78131 4.39408 2.02830 -0.4 -0.2 0.3
H 0.28333 3.45169 3.53020 -0.4 0.5 -0.5
H 0.63381 1.31477 1.69361 0.6 0.7 0.0
H 2.82827 3.02773 3.27169 -0.1 -0.9 1.0
H 3.00594 1.13388 2.83108 -0.3 0.4 0.6
C 4.23378 -2.34279 4.83404 0.3 0.0 0.0
O 2.90610 -2.86628 4.78674 0.0 0.2 -0.2
C 1.94862 -1.93379 4.72308 -0.2 -0.1 -0.1
O 2.12326 -0.74193 4.70415 0.1 -0.1 0.0
O 0.77262 -2.55816 4.68526 0.2 0.0 0.0
C -0.35884 -1.68629 4.61901 -0.4 0.2 0.0
H 4.91506 -3.18946 4.88346 -0.2 -0.1 0.0
H 4.45435 -1.76997 3.93366 -0.1 0.1 0.1
H 4.37445 -1.72894 5.72348 -0.1 0.1 -0.1
H -0.32729 -1.08303 3.71253 0.1 0.1 0.1
H -0.40610 -1.04931 5.50169 0.1 0.1 -0.1
H -1.25069 -2.30738 4.59166 0.2 -0.2 0.0
C -5.05251 3.12075 -4.76101 0.0 0.3 0.1
O -4.98793 1.70135 -4.62217 0.0 -0.1 0.0
C -5.12886 1.02997 -5.76898 0.0 -0.1 0.1
O -5.29774 1.51547 -6.85618 0.0 0.0 0.1
O -5.04852 -0.27531 -5.49515 0.0 0.1 0.1
C -5.18264 -1.12277 -6.63610 0.0 -0.3 -0.2
H -4.92582 3.54948 -3.76911 0.0 -0.2 0.1
H -4.24951 3.48192 -5.40311 -0.1 0.0 -0.1
H -6.02272 3.42579 -5.15188 0.1 0.0 -0.1
H -4.38491 -0.93136 -7.35343 -0.1 0.1 0.0
H -6.15782 -0.98800 -7.10312 0.1 0.1 -0.1
H -5.10068 -2.15013 -6.28885 0.0 0.1 0.2
C 7.02590 0.24835 -3.64374 0.3 -0.1 -0.2
O 5.85474 0.28398 -2.82721 0.1 0.2 0.0
C 5.63643 1.46219 -2.22387 -0.2 0.0 0.1
O 6.32740 2.44107 -2.32034 0.0 -0.1 0.0
O 4.52037 1.35160 -1.50423 0.2 -0.1 -0.1
C 4.14503 2.54146 -0.79532 -0.3 0.2 -0.1
H 7.09091 -0.74942 -4.07379 -0.2 0.0 0.1
H 6.95247 0.97319 -4.45370 0.0 0.1 0.1
H 7.91817 0.43012 -3.04517 -0.1 0.2 0.0
H 3.95432 3.35807 -1.49243 0.2 0.0 0.0
H 4.91684 2.82170 -0.07838 0.1 0.0 -0.1
H 3.22976 2.32820 -0.25236 0.4 -0.2 -0.4
C 4.45843 -4.68010 -7.37887 -0.1 -0.2 -0.2
O 4.85820 -3.57811 -6.56281 0.1 0.0 0.1
C 4.46217 -3.66845 -5.28737 0.0 0.1 0.0
O 3.82518 -4.56820 -4.80874 0.1 0.0 -0.1
O 4.89710 -2.58225 -4.64392 0.0 0.0 -0.1
C 4.54396 -2.53586 -3.25811 0.0 0.1 0.5
H 4.83471 -4.49396 -8.38285 0.1 0.2 0.1
H 4.89223 -5.60914 -7.01033 -0.1 0.0 0.1
H 3.37154 -4.75385 -7.42088 0.0 -0.1 0.1
H 4.97994 -3.37849 -2.72098 -0.2 -0.1 -0.1
H 3.46091 -2.52460 -3.13725 0.0 -0.2 0.0
H 4.94786 -1.61437 -2.84694 0.0 -0.1 -0.3
C -6.05458 6.00794 6.72934 -0.3 0.2 0.1
O -4.80681 5.53215 6.22492 0.1 -0.1 0.0
C -4.63591 4.21112 6.34350 0.1 0.1 -0.1
O -5.42248 3.43758 6.82160 0.0 0.1 0.0
O -3.43901 3.90258 5.83743 0.0 0.1 0.0
C -3.11596 2.51032 5.89532 0.1 -0.3 0.1
H -6.07623 7.08492 6.57848 0.2 -0.1 -0.1
H -6.88571 5.56166 6.18394 0.0 -0.1 0.1
H -6.14220 5.80249 7.79583 0.0 -0.1 -0.1
H -3.82844 1.92613 5.31538 0.0 0.0 0.1
H -3.08517 2.16452 6.92870 -0.2 0.0 0.0
H -2.12976 2.38431 5.45868 0.0 0.2 0.0
C 2.42757 -5.11187 6.61641 0.1 0.0 -0.2
O 2.07510 -5.64431 7.89664 0.0 -0.1 0.1
C 0.76952 -5.86923 8.05597 0.1 0.0 0.0
O -0.08935 -5.66535 7.23829 0.0 0.0 0.1
O 0.58124 -6.36138 9.28512 0.1 0.0 0.0
C -0.78074 -6.65128 9.59664 -0.3 -0.1 0.2
H 3.50636 -4.97177 6.60417 0.0 -0.1 0.3
H 2.15903 -5.80954 5.82348 -0.1 0.1 0.0
H 1.95046 -4.15121 6.45721 -0.2 -0.2 0.0
H -1.17742 -7.40879 8.92114 0.0 0.1 -0.1
H -1.38640 -5.74631 9.55471 0.0 -0.1 -0.1
H -0.80566 -7.04127 10.61172 0.2 0.0 0.0
C -1.14638 -1.01201 -9.54515 -0.3 0.0 -0.1
O 0.18182 -0.50908 -9.40896 0.1 0.0 0.0
C 1.00054 -1.30394 -8.71291 0.1 0.1 0.0
O 0.70684 -2.36180 -8.21887 0.0 0.1 0.0
O 2.19905 -0.72000 -8.66153 -0.1 0.0 -0.1
C 3.18253 -1.46451 -7.94034 0.3 0.0 0.2
H -1.71116 -0.28474 -10.12412 0.2 0.1 0.0
H -1.14586 -1.96111 -10.08072 0.0 0.0 0.2
H -1.61763 -1.12358 -8.56868 0.1 -0.1 0.0
H 3.35579 -2.43015 -8.41076 -0.2 0.0 0.1
H 2.88204 -1.59155 -6.90089 -0.1 -0.1 -0.1
H 4.10862 -0.89545 -7.96566 -0.1 0.1 -0.1

---

3.
17
Properties=species:S:1:pos:R:3:forces:R:3 method="wB97M-V/def2-TZVPD" relative_energy_kcal_mol=13.7 e_tot_ev=-16651.2009 multiplicity=1 total_charge=0 e_homo_ev=-8.460 lumo_energy_ha=0.0354 smiles=CCSCNC
C -2.04235 -0.03008 -1.04016 0.7 -0.5 -0.2
C -0.66071 -0.63748 -1.35859 -0.4 0.3 0.1
S 0.04391 -1.70697 -0.07435 0.5 0.1 -0.3
C 0.16683 -0.53370 1.30823 -0.9 -0.1 0.1
N 0.65048 0.79355 0.98484 0.4 -0.1 -0.3
C 2.03923 0.76769 0.47953 -1.4 -0.6 -0.8
H -2.74976 -0.74872 -0.63016 0.1 -0.1 0.2
H -2.48815 0.33989 -1.96373 0.1 0.4 0.1
H -1.83369 0.76414 -0.32688 -0.5 0.2 0.0
H 0.01231 0.20212 -1.52749 0.2 -0.1 0.0
H -0.64273 -1.22803 -2.27435 -0.1 -0.2 0.1
H 0.75561 -1.02013 2.09502 0.1 -0.3 -0.1
H -0.86898 -0.47927 1.65213 0.2 0.4 0.3
H 0.61072 1.33892 1.83950 0.0 0.1 -0.1
H 2.33732 1.78086 0.24394 0.6 0.1 0.7
H 2.01753 0.28531 -0.50405 0.0 -0.1 0.1
H 2.65243 0.11191 1.09657 0.7 0.6 0.2

---

4.
72
Properties=species:S:1:pos:R:3:forces:R:3 method="wB97M-V/def2-TZVPD" relative_energy_kcal_mol=0.0 e_tot_ev=-149161.6497 multiplicity=6 total_charge=+1 e_homo_ev="-9.524 / -11.362" lumo_energy_ha="-0.1114 / -0.1701" s2=8.776
Ru -1.94901 -1.33265 0.74330 0.0 0.2 -0.3
S 0.30208 -1.45439 -1.29651 0.0 -0.1 -0.1
C 1.01134 -0.04563 -0.56749 -0.1 0.1 0.1
N 2.22361 0.04821 -0.01975 0.0 0.0 0.0
C 2.51242 1.23060 0.79239 0.0 -0.1 -0.1
C 1.85064 2.46034 0.20422 -0.1 0.0 0.0
N 0.42403 2.21149 -0.00814 0.0 0.2 0.0
C -0.47030 3.37182 -0.06687 0.0 -0.1 0.2
C -0.10944 4.29017 -1.20306 0.0 0.1 0.0
C 0.56595 5.47872 -0.95535 0.0 0.0 0.0
C 0.94395 6.30820 -2.00281 0.0 -0.1 0.0
C 0.64593 5.94726 -3.30806 0.0 0.0 0.0
C -0.03371 4.76250 -3.56306 0.0 0.0 0.0
C -0.41083 3.93792 -2.51544 0.0 0.0 0.0
C 0.09573 1.01425 -0.49515 0.1 -0.1 0.0
S -1.47264 0.53713 -1.07464 -0.1 -0.1 -0.1
C 3.22534 -1.01318 -0.06463 -0.2 0.0 0.2
C 4.38371 -0.63237 -0.94409 0.1 0.0 0.0
C 4.20538 -0.46931 -2.31511 0.0 0.0 0.0
C 5.26822 -0.08230 -3.11291 0.0 0.0 0.0
C 6.51902 0.14640 -2.54925 0.0 0.0 0.0
C 6.70356 -0.01775 -1.18611 0.0 0.0 0.0
C 5.63495 -0.40544 -0.38647 0.0 0.0 0.0
H 3.59247 1.37572 0.80951 0.0 0.0 0.0
H 2.15854 1.03784 1.80825 0.0 0.0 0.0
H 2.31029 2.74868 -0.74589 0.0 0.0 0.0
H 1.95173 3.29602 0.89609 0.0 0.0 0.0
H -0.39071 3.89229 0.88959 0.0 0.0 0.0
H -1.48962 2.99380 -0.14733 0.0 0.0 0.0
H 0.78900 5.76641 0.06583 0.0 0.0 0.0
H 1.46524 7.23315 -1.79875 0.0 0.0 0.0
H 0.93599 6.59188 -4.12647 0.0 0.0 0.0
H -0.27571 4.48736 -4.58054 0.0 0.0 0.0
H -0.94881 3.01827 -2.71774 0.0 0.0 0.0
H 2.72599 -1.92106 -0.40692 0.1 0.0 -0.1
H 3.56277 -1.18878 0.96018 0.0 0.0 0.0
H 3.23162 -0.64991 -2.75831 0.0 0.0 0.0
H 5.12749 0.03813 -4.17874 0.0 0.0 0.0
H 7.34744 0.45079 -3.17425 0.0 0.0 0.0
H 7.67457 0.15439 -0.74200 0.0 0.0 0.0
H 5.77827 -0.54143 0.67936 0.0 0.0 0.0
O 1.36005 -0.97236 2.90746 0.0 0.0 0.0
C 0.36038 -1.32299 2.33253 -0.1 0.2 -0.1
O -0.50874 -0.49503 1.78364 0.1 -0.2 0.1
C 0.04486 -2.78670 2.16012 0.0 -0.1 0.0
C 0.79625 -3.77892 2.75201 0.0 0.1 0.0
C 0.45259 -5.09958 2.50895 0.0 0.0 0.0
C -0.62050 -5.38451 1.67815 0.0 0.0 0.0
C -1.33056 -4.33838 1.11960 0.1 0.0 0.0
N -0.99700 -3.06916 1.36590 -0.1 0.0 0.1
H 1.62596 -3.49442 3.38323 0.0 0.0 0.0
H 1.02066 -5.90183 2.96004 0.0 0.0 0.0
H -0.90914 -6.40300 1.46293 0.0 0.0 0.0
H -2.17237 -4.49656 0.46014 0.0 0.0 0.0
F -4.20115 2.18842 2.96989 0.0 -0.1 0.0
C -4.56710 0.90871 3.09984 0.0 0.1 0.0
F -4.64847 0.61859 4.39267 0.0 0.0 0.0
F -5.78502 0.76017 2.55645 0.0 0.0 0.0
C -3.57117 -0.00625 2.36741 0.1 0.0 -0.2
O -3.02889 -0.95544 2.94410 -0.1 -0.2 0.3
O -3.37760 0.25007 1.14304 -0.1 0.1 0.2
Br -3.20488 -1.96803 -2.48594 0.1 0.1 -0.1
C -4.31758 -2.38870 -1.04487 0.0 -0.2 0.1
C -5.62386 -2.77683 -1.28604 0.1 0.0 0.0
C -6.39417 -3.18917 -0.21721 -0.1 0.0 0.0
C -5.83303 -3.22392 1.04924 0.1 0.0 0.0
C -4.53226 -2.80119 1.20535 0.1 0.0 0.0
N -3.77562 -2.36491 0.17602 -0.1 0.1 -0.1
H -6.00691 -2.75960 -2.29495 0.0 0.0 0.0
H -7.41975 -3.49410 -0.37641 0.0 0.0 0.0
H -6.38994 -3.55979 1.91096 0.0 0.0 0.0
H -4.06154 -2.77008 2.17884 0.0 0.0 0.0

---

> Among the records above, which one has the highest multiplicity?

C31H26BrF3N4O4RuS2